Entry 1:
Molecular formula: C19H17CaF5N2S
Method: DFT, ωB97M-V/def2-TZVPD

Summary:
Calculated total energy   -2418.827267 hartree
Net charge   0
HOMO-LUMO gap   5.90 eV
HOMO energy   -6.72 eV

Each line ends with the Mulliken charge.
Element x y z (Å)
Ca -0.974 0.138 -0.743  1.45
S 0.637 -0.496 1.373  -0.41
F -1.246 1.330 6.635  -0.30
F 0.453 2.408 2.353  -0.34
F -0.504 -2.133 3.487  -0.33
F -1.153 -1.345 6.018  -0.30
F -0.669 3.201 4.696  -0.30
N 0.476 -1.904 -1.465  -0.12
N 0.875 0.677 -2.181  -0.30
C 2.521 -3.799 -1.489  -0.48
C -0.798 -0.427 5.094  0.12
C 1.012 1.994 -2.426  -0.19
C 2.692 -2.571 -2.127  -0.60
C 3.005 0.265 -3.174  -0.72
C 1.660 -1.614 -2.069  0.50
C -0.425 -0.826 3.819  0.30
C 3.178 1.641 -3.358  -0.30
C 1.314 -4.074 -0.841  -0.70
C -3.568 0.537 -1.205  -0.98
C -0.506 1.883 4.441  0.12
C 2.190 2.534 -2.941  -0.90
C 0.012 0.094 2.837  0.26
C -3.299 -0.566 -0.173  -0.98
C -0.027 1.463 3.205  0.11
C 0.305 -3.105 -0.878  -0.03
C -1.244 2.576 -0.166  -1.95
C 1.852 -0.206 -2.517  0.53
C -0.843 0.935 5.411  0.47
H 3.741 -0.461 -3.514  0.34
H -0.263 3.016 0.083  0.35
H -4.571 0.397 -1.619  0.37
H 3.331 -4.522 -1.479  0.42
H 1.147 -5.001 -0.295  0.39
H -2.904 0.520 -2.088  0.50
H 4.080 2.024 -3.826  0.41
H -1.889 2.655 0.724  0.35
H 2.296 3.616 -3.005  0.39
H -4.251 -0.895 0.251  0.41
H -1.683 3.150 -0.996  0.47
H 0.154 2.610 -2.148  0.46
H 3.612 -2.290 -2.634  0.24
H -3.517 1.540 -0.769  0.28
H -2.849 -1.467 -0.622  0.33
H -0.657 -3.273 -0.379  0.31
H -2.703 -0.228 0.696  0.36

Entry 2:
Molecular formula: C19H17Cl5IrNO2S
Method: DFT, ωB97M-V/def2-TZVPD

Summary:
Calculated total energy   -3742.752321 hartree
Net charge   -1
<S²>   0.786
HOMO-LUMO gap (alpha / beta)   6.98 / 7.10 eV
HOMO energy (alpha / beta)   -4.90 / -4.97 eV
Multiplicity   2

Each line ends with the Mulliken spin population.
Element x y z (Å)
Ir 0.621 1.243 0.481  0.32
Cl 1.308 3.590 0.492  -0.01
Cl -3.287 6.489 0.494  0.00
Cl -3.373 1.059 0.479  0.01
Cl -0.145 6.429 0.500  0.00
Cl -4.885 3.799 0.485  0.00
S 5.479 1.313 0.490  0.02
O 1.264 -0.705 0.477  -0.02
O -0.817 0.177 0.461  0.61
N 2.658 1.272 0.485  -0.01
C -1.686 -2.711 -0.431  0.00
C -1.514 -0.185 2.255  0.00
C -1.076 2.536 0.490  -0.03
C -2.445 4.978 0.494  0.00
C -2.483 2.560 0.491  -0.01
C 1.994 -1.480 -2.298  0.00
C -0.183 -2.631 -2.278  0.00
C 0.712 -1.843 -1.559  0.00
C -1.377 -3.063 -1.732  0.00
C -3.158 3.781 0.490  0.00
C -0.402 3.740 0.493  0.02
C -1.058 4.959 0.496  0.00
C 0.432 -1.450 -0.222  -0.03
C 3.822 1.288 0.487  0.02
C 2.242 0.018 -2.453  0.00
C 3.215 -2.196 -1.719  0.00
C -0.512 -2.446 2.845  0.00
C -1.344 -1.680 1.817  0.00
C -0.829 -1.930 0.339  0.01
H -2.066 0.414 1.484  0.07
H -2.088 -0.125 3.202  0.04
H 4.091 -2.032 -2.354  0.00
H -2.617 -3.065 -0.002  0.00
H -0.436 -3.504 2.577  0.00
H -2.354 -2.105 1.866  0.00
H 1.887 -1.852 -3.324  0.00
H 1.345 0.529 -2.813  0.00
H -0.976 -2.386 3.834  0.00
H 2.551 0.488 -1.528  -0.01
H 3.463 -1.841 -0.717  0.00
H 0.059 -2.921 -3.295  0.00
H 3.041 0.191 -3.181  0.00
H -2.057 -3.677 -2.311  0.00
H 3.042 -3.274 -1.660  0.00
H -0.560 0.295 2.445  -0.01
H 0.502 -2.049 2.931  0.00

Entry 3:
Molecular formula: C19H17ClN4O2
Method: DFT, ωB97M-V/def2-TZVPD

Summary:
Calculated total energy   -1563.937693 hartree
Net charge   0
HOMO-LUMO gap   8.52 eV
HOMO energy   -8.84 eV

Each line ends with the Mulliken charge.
Element x y z (Å)
Cl -3.436 3.268 -2.727  -0.23
O 3.172 0.728 1.961  -0.31
O 2.800 -0.507 3.797  -0.56
N -0.728 -1.728 2.262  -0.53
N -0.187 -0.906 0.121  -0.23
N 0.385 -1.286 2.741  -0.48
N 1.877 -0.021 -0.300  -0.01
C -2.767 -1.478 -0.773  0.00
C -1.992 2.362 -2.442  0.37
C 0.312 0.891 -1.966  0.48
C 5.221 1.874 1.494  -1.21
C 0.028 2.022 -1.211  -0.11
C 0.997 -0.507 0.584  0.81
C -4.467 -2.932 0.869  -0.63
C -1.023 -1.481 0.980  -0.25
C 2.465 -0.165 2.696  0.54
C -1.122 2.755 -1.438  -0.87
C 1.557 0.078 -1.706  -1.13
C -2.349 -1.860 0.501  0.63
C -3.209 -2.588 1.323  -0.45
C 1.263 -0.650 1.983  0.07
C -0.570 0.516 -2.972  -0.44
C -4.880 -2.548 -0.398  -0.39
C 4.349 1.264 2.575  -0.30
C -4.029 -1.821 -1.216  -0.61
C -1.718 1.247 -3.218  -0.58
H 4.678 2.654 0.966  0.29
H -4.354 -1.518 -2.201  0.42
H -2.403 0.950 -3.997  0.42
H -0.363 -0.361 -3.567  0.35
H -2.869 -2.871 2.306  0.46
H -5.133 -3.498 1.504  0.40
H 2.414 0.534 -2.210  0.37
H 1.410 -0.930 -2.112  0.35
H -5.867 -2.815 -0.748  0.39
H 5.530 1.114 0.779  0.30
H 6.107 2.308 1.947  0.41
H 0.704 2.329 -0.427  0.49
H 4.866 0.457 3.104  0.37
H -1.344 3.625 -0.841  0.43
H 2.725 0.387 0.060  0.33
H -2.093 -0.908 -1.393  0.34
H 4.045 2.016 3.310  0.29

Entry 4:
Molecular formula: C19H17CoN5O2STe
Method: DFT, ωB97M-V/def2-TZVPD

Summary:
Calculated total energy   -3207.174964 hartree
Net charge   +1
HOMO-LUMO gap (alpha / beta)   7.43 / 6.48 eV
HOMO energy (alpha / beta)   -11.76 / -11.79 eV

Each line ends with the Mulliken charge.
Element x y z (Å)
Te 1.242 0.841 -1.143  0.93
Co 1.655 -1.487 -0.298  -0.68
S 3.648 -0.764 0.232  -0.26
O 1.453 -0.772 -3.279  -0.30
O 2.204 -2.211 -1.932  -0.26
N 4.130 0.213 2.650  -0.35
N 2.042 -0.647 2.426  -1.26
N 1.223 -1.222 1.526  1.06
N -0.137 -2.249 -0.388  0.27
N 2.047 -1.822 -3.142  0.07
C 0.951 1.878 0.671  0.44
C 1.902 3.494 2.180  -0.69
C 1.975 2.760 1.003  -0.57
C -3.238 1.037 -3.044  -0.54
C -0.728 -2.267 0.829  0.64
C -1.842 0.343 -1.212  0.32
C -0.148 1.737 1.511  -0.05
C 0.807 3.350 3.017  -0.50
C 3.208 -0.377 1.889  0.76
C -0.871 1.445 -3.125  -0.60
C -0.218 2.475 2.681  -0.86
C -3.094 0.440 -1.798  -0.96
C -2.128 1.538 -3.707  -0.69
C -0.768 -2.770 -1.435  0.28
C 0.080 -1.674 1.889  -0.31
C -0.732 0.852 -1.875  0.69
C -2.030 -3.335 -1.318  -0.93
C -2.640 -3.359 -0.079  -0.31
C -1.980 -2.816 1.019  -0.88
H 2.834 2.880 0.352  0.40
H -0.960 1.067 1.260  0.41
H -0.250 -1.612 2.920  0.45
H 5.050 0.401 2.295  0.20
H 2.698 4.182 2.433  0.43
H 0.747 3.926 3.931  0.42
H -1.077 2.372 3.332  0.43
H -4.217 1.112 -3.497  0.42
H -3.621 -3.798 0.042  0.45
H -2.428 -2.822 2.003  0.49
H -3.961 0.049 -1.280  0.44
H -2.512 -3.747 -2.193  0.46
H -1.749 -0.131 -0.244  0.08
H -0.252 -2.723 -2.383  0.41
H -0.008 1.826 -3.658  0.41
H -2.234 1.999 -4.679  0.41
H 3.926 0.388 3.621  0.26

Entry 5:
Molecular formula: C19H17F3N8O
Method: DFT, ωB97M-V/def2-TZVPD

Summary:
Calculated total energy   -1547.105291 hartree
Net charge   0
HOMO-LUMO gap   7.75 eV
HOMO energy   -8.14 eV

Each line ends with the Mulliken charge.
Element x y z (Å)
F -4.275 -0.032 -4.375  -0.25
F -3.396 1.615 -3.125  -0.25
F -5.244 1.966 -4.314  -0.29
O -1.820 -1.725 -0.289  -0.40
N 5.277 -3.300 0.193  -0.99
N 5.602 -2.061 0.734  0.67
N -2.621 0.581 0.197  0.11
N -4.419 1.843 0.112  -0.38
N -3.496 2.491 0.909  -0.84
N 4.643 0.243 0.904  -0.16
N 4.004 2.110 2.046  -0.66
N 2.328 0.714 1.110  -0.29
C -5.365 0.573 -2.375  -1.45
C 3.081 2.891 2.543  -0.35
C 3.609 1.017 1.365  0.36
C -3.786 -1.339 -1.802  -0.91
C 3.602 -1.759 -0.169  -0.23
C 4.592 -1.095 0.497  0.27
C -1.640 -0.434 0.172  0.10
C -4.546 1.051 -3.582  0.80
C -3.154 -2.131 -0.670  -0.73
C 1.737 2.647 2.313  -0.59
C -2.382 1.756 0.871  0.23
C 6.831 -1.825 1.526  -0.76
C -0.348 -0.132 0.628  -0.64
C -1.049 2.108 1.390  -0.89
C 1.373 1.510 1.611  0.37
C -0.012 1.200 1.211  1.43
C -3.901 0.720 -0.334  0.10
C 4.054 -3.101 -0.327  -0.66
C -4.637 -0.203 -1.269  0.74
H -0.885 3.077 1.793  0.39
H -6.179 -0.026 -2.794  0.45
H 3.300 3.800 3.092  0.36
H -3.805 -2.144 0.224  0.35
H 0.430 -0.883 0.554  0.56
H -5.807 1.497 -1.976  0.48
H 5.546 0.598 1.234  0.22
H 7.704 -2.316 1.077  0.31
H -5.441 -0.638 -0.689  0.37
H 7.002 -0.769 1.605  0.24
H -4.363 -2.011 -2.420  0.50
H 1.018 3.361 2.683  0.33
H 2.687 -1.293 -0.507  0.40
H -3.055 -3.169 -0.980  0.38
H 3.492 -3.870 -0.767  0.49
H -2.978 -0.967 -2.403  0.42
H 6.695 -2.148 2.571  0.28

Entry 6:
Molecular formula: C19H17FeO4P
Method: DFT, ωB97M-V/def2-TZVPD

Summary:
Calculated total energy   -2639.355053 hartree
Net charge   +2
<S²>   6.068
HOMO-LUMO gap (alpha / beta)   6.22 / 5.18 eV
HOMO energy (alpha / beta)   -15.53 / -15.72 eV
Multiplicity   5

Each line ends with the Mulliken spin population.
Element x y z (Å)
Fe 1.226 -0.889 -1.359  3.12
P -0.307 0.170 -0.085  0.20
O 2.765 1.493 -0.228  0.01
O -0.763 0.517 -3.334  0.01
O 2.694 0.076 -3.857  -0.01
O 2.021 -3.618 -0.986  0.16
C -1.631 -2.178 -1.106  0.06
C -3.170 -3.438 0.280  0.03
C 0.684 1.259 3.814  0.00
C 0.047 1.202 2.567  0.01
C 1.596 3.652 -3.421  0.00
C 1.990 -0.058 -2.929  0.10
C -2.975 -2.530 1.324  0.02
C -1.458 1.580 -0.140  0.01
C 2.080 -0.608 3.189  0.00
C 0.438 0.252 1.614  0.03
C 1.472 -0.646 1.938  0.05
C 2.255 0.604 -0.774  0.04
C -1.446 -1.273 -0.058  0.05
C 1.611 -2.513 -1.059  -0.05
C 0.694 3.813 -2.440  0.00
C -2.493 -3.266 -0.935  -0.01
C 0.105 0.036 -2.680  0.14
C -2.130 -1.437 1.153  0.01
C 1.709 0.356 4.127  0.02
H -2.229 1.501 0.645  0.01
H -1.977 -0.718 1.956  0.00
H -3.851 -4.278 0.403  0.00
H -3.479 -2.658 2.283  0.00
H 1.029 3.696 -1.409  0.00
H 1.311 3.237 -4.382  0.00
H 2.211 0.407 5.087  0.00
H -1.101 -2.071 -2.063  0.00
H -0.307 3.413 -2.572  0.00
H -0.747 1.918 2.335  0.00
H 2.860 -1.335 3.429  0.00
H -1.989 1.612 -1.102  0.00
H 2.640 3.510 -3.193  0.00
H -0.947 2.545 -0.015  0.00
H -2.634 -3.972 -1.748  0.00
H 0.377 2.009 4.542  0.00
H 1.819 -1.373 1.187  0.01